{
  "formula": "C28H46N8PS4Y",
  "method": "ωB97M-V with the def2-TZVPD basis set",
  "charge": 4,
  "lumo_energy_ev": -11.57,
  "de_lowest_kcal_mol": 2.5,
  "total_energy_ev": -95344.086,
  "max_force_ev_per_a": 0.2,
  "orbital_gap_ev": 7.2456,
  "homo_ev": -18.8174,
  "symbols": ["Y", "C", "C", "S", "C", "C", "S", "C", "C", "S", "H", "H", "H", "H", "H", "H", "H", "H", "H", "H", "H", "H", "C", "C", "C", "C", "C", "C", "N", "N", "C", "C", "C", "C", "C", "N", "H", "H", "H", "H", "H", "H", "H", "H", "H", "C", "N", "C", "N", "C", "N", "C", "P", "C", "C", "H", "H", "H", "H", "H", "H", "H", "H", "H", "H", "H", "H", "H", "C", "C", "N", "C", "S", "N", "C", "C", "H", "H", "H", "H", "H", "H", "H", "H", "H", "H", "H", "H"],
  "xyz": [[0.779679, 0.743028, -0.066888], [4.236121, 1.479484, 0.977431], [4.439853, 1.937318, -0.455521], [2.890363, 2.227900, -1.378392], [3.189401, 1.311043, -2.922743], [3.428405, -0.184945, -2.792227], [2.142477, -1.074816, -1.845506], [3.113851, -2.070411, -0.672021], [4.041603, -1.291732, 0.245038], [3.198820, 0.001618, 1.212757], [5.202703, 1.289995, 1.446169], [3.741245, 2.249090, 1.573416], [4.989396, 2.878920, -0.446936], [5.036935, 1.227518, -1.024688], [2.323063, 1.524475, -3.549981], [4.043823, 1.774122, -3.418961], [3.466797, -0.627615, -3.787424], [4.383638, -0.396760, -2.316736], [2.360287, -2.622174, -0.108468], [3.687081, -2.799557, -1.246251], [4.500637, -1.981786, 0.953256], [4.854436, -0.818513, -0.302008], [-1.343248, 4.306899, -4.238878], [-0.589732, 3.149558, -4.074843], [-0.299270, 2.708713, -2.794778], [-0.738993, 3.432804, -1.689017], [-1.498407, 4.590503, -1.849306], [-1.801561, 5.015078, -3.131357], [-0.311001, 2.956317, -0.417404], [-0.474977, 3.738870, 0.534111], [0.007511, 3.319800, 1.794129], [-0.173742, 4.212775, 2.831280], [0.309655, 3.876343, 4.091645], [0.944646, 2.656766, 4.253381], [1.079118, 1.817317, 3.157046], [0.630167, 2.129313, 1.933117], [-1.569389, 4.663141, -5.235258], [-0.226197, 2.612821, -4.941847], [0.302964, 1.810228, -2.655723], [-1.834217, 5.147883, -0.986848], [-2.387308, 5.913366, -3.272063], [-0.674541, 5.151041, 2.637003], [0.194853, 4.559197, 4.923428], [1.344734, 2.354175, 5.211268], [1.572329, 0.859024, 3.262441], [-4.009275, -0.813791, -3.840579], [-4.162616, -1.231397, -2.360573], [-3.838721, -2.739292, -2.260406], [-2.547215, -3.000380, -2.786087], [-2.456596, -2.576654, -4.182868], [-2.711302, -1.141717, -4.310840], [-1.658128, -0.319587, -3.728460], [-1.481178, -0.620830, -1.899317], [-3.277515, -0.416655, -1.461701], [-1.465038, -2.482904, -1.959199], [-4.209315, 0.255738, -3.894430], [-4.774951, -1.363074, -4.387734], [-5.136658, -1.088072, -2.082522], [-4.608104, -3.249407, -2.839443], [-3.918968, -3.014533, -1.209543], [-3.194463, -3.122568, -4.770626], [-1.467110, -2.809163, -4.571880], [-1.876224, 0.735131, -3.900833], [-0.711634, -0.549769, -4.222822], [-3.576114, 0.628915, -1.549879], [-3.444498, -0.742749, -0.433963], [-1.546970, -2.877580, -0.946012], [-0.508431, -2.813174, -2.368017], [1.499699, -4.711963, 4.147210], [0.805554, -3.398930, 4.451142], [0.491723, -2.718035, 3.168315], [-0.266312, -1.675059, 2.889240], [-0.487918, -1.297128, 1.169950], [-0.906270, -0.914178, 3.760095], [-1.106181, -1.065492, 5.222148], [-2.331701, -1.898156, 5.553657], [1.741805, -5.218153, 5.079562], [2.436192, -4.551929, 3.609702], [0.857050, -5.375332, 3.567584], [1.450896, -2.752716, 5.045528], [-0.120424, -3.575245, 4.993570], [0.860852, -3.187059, 2.354757], [-1.503281, -0.227421, 3.324392], [-1.217286, -0.051365, 5.604518], [-0.201518, -1.467636, 5.664253], [-3.237155, -1.448289, 5.145918], [-2.449732, -1.956505, 6.635057], [-2.248976, -2.914033, 5.166295]],
  "atomic_forces_ev_per_a": [[-0.221, -0.047, 0.026], [0.000, -0.004, 0.036], [0.000, 0.006, -0.032], [0.096, -0.004, 0.040], [-0.039, 0.016, -0.008], [0.004, -0.015, 0.030], [0.049, 0.053, -0.076], [-0.011, -0.018, -0.027], [0.013, 0.011, 0.019], [0.002, 0.003, 0.012], [-0.001, 0.001, 0.003], [0.007, -0.001, 0.005], [0.004, -0.001, -0.007], [0.009, 0.007, -0.005], [-0.001, 0.018, 0.007], [0.004, 0.004, 0.007], [0.001, -0.004, 0.000], [0.005, -0.011, -0.006], [0.003, 0.001, 0.008], [0.000, 0.002, 0.002], [0.003, 0.002, -0.002], [0.005, -0.005, -0.004], [0.004, -0.003, -0.026], [0.007, -0.013, 0.020], [-0.018, 0.023, 0.001], [0.030, -0.038, 0.034], [-0.002, -0.003, -0.046], [-0.007, 0.012, 0.034], [0.041, -0.060, 0.029], [0.012, 0.001, -0.035], [0.006, 0.017, 0.066], [-0.002, -0.006, -0.011], [0.001, 0.003, 0.003], [-0.003, -0.004, -0.004], [-0.002, -0.014, 0.007], [0.007, 0.057, -0.126], [0.000, 0.002, 0.001], [-0.002, 0.005, -0.003], [-0.009, 0.005, -0.020], [-0.001, 0.002, 0.002], [0.001, 0.001, -0.002], [0.000, 0.001, 0.000], [0.000, -0.002, 0.002], [0.000, 0.002, 0.001], [-0.001, -0.001, 0.000], [-0.012, -0.006, 0.023], [0.012, 0.003, -0.007], [-0.019, 0.021, -0.006], [0.016, -0.003, 0.003], [-0.001, 0.002, 0.004], [0.026, 0.007, 0.016], [-0.018, -0.021, -0.019], [-0.002, -0.002, -0.011], [-0.022, -0.038, 0.003], [-0.026, -0.004, -0.022], [0.001, 0.001, -0.005], [0.003, 0.002, -0.006], [-0.001, -0.001, 0.004], [0.001, -0.005, 0.004], [0.002, -0.006, 0.000], [0.002, -0.002, -0.001], [-0.002, 0.001, -0.004], [0.010, 0.003, -0.008], [0.001, 0.013, -0.006], [0.003, 0.007, 0.008], [-0.002, 0.018, 0.005], [0.003, -0.006, -0.001], [0.001, -0.004, -0.002], [-0.006, 0.001, 0.005], [-0.004, 0.025, -0.020], [-0.004, 0.001, 0.018], [0.074, -0.016, 0.011], [-0.014, 0.029, 0.059], [-0.008, -0.008, -0.025], [0.003, -0.002, 0.000], [0.000, -0.001, 0.000], [0.002, -0.002, -0.001], [0.001, -0.002, 0.000], [0.001, -0.001, -0.001], [-0.003, 0.003, 0.008], [-0.010, -0.004, 0.013], [-0.012, 0.001, -0.003], [-0.001, 0.002, 0.005], [-0.004, 0.002, 0.002], [0.007, -0.006, -0.001], [0.001, 0.000, -0.003], [0.003, 0.000, 0.000], [0.002, -0.003, -0.001]],
  "mulliken_charge": [-0.14, -0.87, -0.86, 0.13, -0.79, -1.02, 0.25, -0.82, -0.94, 0.09, 0.58, 0.35, 0.59, 0.45, 0.33, 0.58, 0.66, 0.45, 0.25, 0.59, 0.61, 0.51, -0.75, -0.99, 1.38, -0.27, -0.55, -0.73, 1.24, -0.68, -0.30, -0.37, -0.58, -1.00, -0.35, 0.73, 0.48, 0.54, -0.12, 0.55, 0.46, 0.61, 0.48, 0.55, 0.48, -0.80, 0.02, -0.80, 0.17, -0.93, 0.22, -1.38, 2.12, -1.38, -1.08, 0.37, 0.36, 0.36, 0.38, 0.39, 0.32, 0.37, 0.53, 0.50, 0.57, 0.45, 0.61, 0.39, -1.56, -0.22, -0.04, 0.49, -0.58, 0.02, -0.66, -1.10, 0.41, 0.39, 0.40, 0.35, 0.22, 0.26, 0.29, 0.41, 0.36, 0.36, 0.38, 0.27]
}

---

{
  "formula": "C28H47Br36O3PSi",
  "method": "ωB97M-V with the def2-TZVPD basis set",
  "lumo_energy_ev": -0.51,
  "total_energy_ev": -2574627.405,
  "max_force_ev_per_a": 8.1,
  "orbital_gap_ev": 7.3410,
  "homo_ev": -7.8462,
  "symbols": ["C", "C", "O", "C", "C", "C", "C", "C", "Si", "C", "C", "C", "C", "C", "O", "C", "C", "O", "P", "C", "C", "H", "H", "H", "H", "H", "H", "H", "H", "H", "H", "H", "H", "H", "H", "H", "H", "H", "H", "H", "H", "H", "H", "H", "H", "H", "H", "H", "H", "H", "H", "H", "H", "H", "H", "H", "C", "Br", "Br", "Br", "H", "C", "Br", "Br", "Br", "H", "C", "Br", "Br", "Br", "H", "C", "Br", "Br", "Br", "H", "C", "Br", "Br", "Br", "H", "C", "Br", "Br", "Br", "H", "C", "Br", "Br", "Br", "H", "C", "Br", "Br", "Br", "H", "C", "Br", "Br", "Br", "H", "C", "Br", "Br", "Br", "H", "C", "Br", "Br", "Br", "H", "C", "Br", "Br", "Br", "H"],
  "xyz": [[5.200804, -5.033158, -0.310962], [5.062636, -3.437161, -0.390475], [5.273995, -2.967311, -1.747289], [4.721232, -1.630825, -1.895505], [3.270376, -1.769215, -2.514247], [2.802931, -0.527621, -3.380703], [1.232415, -0.311797, -3.446610], [0.372821, -1.641821, -3.672527], [-1.074675, -1.585369, -2.404036], [-0.476607, -1.826807, -0.589301], [-1.597373, -1.367264, 0.466636], [-1.057624, -0.234004, 1.455882], [0.142216, -0.774683, 2.334345], [1.122923, 0.343108, 2.888020], [1.190794, 1.546339, 2.090933], [1.758748, 1.317993, 0.833991], [2.804990, 0.213775, 0.468597], [1.381355, 2.071393, -0.143065], [-2.787373, -2.872084, -2.961881], [-4.287434, -2.322325, -1.908694], [-2.342786, -4.649937, -2.399485], [4.148865, -5.452387, -0.324631], [5.728985, -5.412701, -1.227158], [5.709520, -5.337851, 0.647090], [4.021978, -3.093593, -0.093228], [5.857435, -2.982763, 0.288947], [4.758454, -1.140169, -0.881248], [5.427333, -1.076068, -2.593108], [2.513004, -2.047164, -1.712466], [3.315781, -2.660493, -3.220973], [3.230309, 0.401806, -2.871506], [3.214520, -0.508479, -4.431691], [1.025188, 0.357738, -4.343820], [0.819082, 0.263630, -2.554652], [-0.117835, -1.589354, -4.696450], [0.962769, -2.600275, -3.642900], [-1.587375, -0.191594, -2.465380], [-0.211199, -2.906006, -0.384339], [0.421898, -1.150369, -0.412263], [-2.513258, -0.937462, -0.054280], [-1.919315, -2.232627, 1.132685], [-1.896479, 0.062518, 2.162826], [-0.825373, 0.682159, 0.843757], [-0.317098, -1.281406, 3.243385], [0.766305, -1.549232, 1.801740], [2.175545, -0.051497, 3.044526], [0.758105, 0.617287, 3.929183], [3.621450, 0.701447, -0.152999], [2.366718, -0.606143, -0.169012], [3.318669, -0.268652, 1.344140], [-5.216709, -2.642496, -2.470559], [-4.325281, -1.207627, -1.755821], [-4.260854, -2.892563, -0.936400], [-3.280941, -5.088560, -1.924217], [-1.525969, -4.673928, -1.623356], [-2.054459, -5.195294, -3.343892], [2.533833, 5.548821, 0.494855], [1.991371, 3.682722, 0.752986], [1.056690, 6.783394, 0.756041], [4.070933, 6.020845, 1.594125], [2.845744, 5.643550, -0.543148], [-2.161419, 8.748993, 1.447744], [-3.111029, 8.729631, -0.240459], [-2.552963, 10.342976, 2.476729], [-2.481893, 7.135662, 2.470973], [-1.100186, 8.772668, 1.215791], [-3.221142, 3.606875, 3.799342], [-4.506795, 2.467811, 4.695232], [-1.515919, 3.633890, 4.719631], [-3.021420, 3.133394, 1.932615], [-3.615925, 4.618687, 3.831039], [-8.372986, 2.266237, 5.950248], [-7.836022, 4.043857, 6.499747], [-8.120266, 1.991947, 4.049572], [-7.491660, 0.893175, 6.996754], [-9.438011, 2.182153, 6.145102], [5.933341, -1.301327, 3.882252], [4.660581, 0.159131, 3.844700], [5.055051, -3.021049, 3.721796], [7.322401, -1.076004, 2.551316], [6.416125, -1.278723, 4.854900], [-8.150277, -4.146520, -0.511002], [-8.603561, -2.537159, -1.489288], [-6.785052, -5.177843, -1.419709], [-7.656472, -3.760015, 1.321858], [-9.044451, -4.761910, -0.477484], [-11.368711, 1.368765, 8.530976], [-13.028172, 0.619742, 9.191998], [-11.656358, 3.046448, 7.603792], [-10.047443, 1.541164, 9.936210], [-10.970049, 0.666606, 7.803667], [-2.591083, -8.457521, -0.376161], [-3.886933, -7.019830, -0.467285], [-3.430484, -10.193847, -0.556519], [-1.156419, -8.214265, -1.655337], [-2.144887, -8.420916, 0.613284], [4.377105, 6.358020, -3.516408], [3.833491, 4.514100, -3.250121], [2.904692, 7.590602, -3.255208], [5.905657, 6.824651, -2.422462], [4.688463, 6.449627, -4.552917], [-3.923032, -4.932637, -6.888109], [-4.149290, -5.346060, -5.010058], [-2.149124, -4.249195, -7.261484], [-4.364802, -6.444348, -8.016832], [-4.626454, -4.140433, -7.127022], [7.229242, 2.526326, -4.289511], [7.039509, 2.201667, -2.390422], [9.002002, 3.167827, -4.735062], [6.740646, 0.970724, -5.336207], [6.529764, 3.316762, -4.547824], [8.151345, 6.766211, 0.764081], [8.991581, 5.653873, -0.583257], [9.094154, 6.682943, 2.454501], [7.926919, 8.592950, 0.155594], [7.155919, 6.363107, 0.934288]],
  "atomic_forces_ev_per_a": [[-1.004, 0.953, -0.247], [0.427, -0.599, 0.030], [-0.357, 0.365, 1.092], [0.181, -0.451, -0.619], [0.140, -0.300, -0.822], [-0.224, 1.045, 1.142], [-0.087, -0.014, -0.672], [-0.382, 0.268, -0.460], [0.818, -0.072, 0.685], [-0.218, 0.381, 0.786], [0.148, 0.397, 0.543], [-0.478, -0.495, -0.119], [0.136, 0.237, 0.200], [-0.083, -1.078, 1.621], [0.842, -1.884, -1.924], [-1.578, -0.351, -2.766], [0.633, 0.224, 0.548], [-0.788, -7.717, 2.136], [-0.626, -0.319, -0.280], [-0.054, -0.676, 0.100], [-0.365, 0.558, 0.346], [1.272, 0.218, 0.038], [-0.307, 0.399, 1.049], [-0.458, 0.263, -1.129], [1.190, -0.520, 0.093], [-1.092, -0.283, -0.717], [-0.213, -0.177, -1.084], [-0.992, -0.561, 0.755], [0.801, 0.466, -0.917], [0.033, 0.933, 1.036], [-0.475, -0.958, -0.715], [-0.260, -0.438, 1.182], [0.254, -0.677, 1.189], [0.849, -0.702, -0.848], [0.621, -0.201, 1.120], [-0.469, 1.013, 0.071], [-0.099, 0.011, -0.033], [0.033, 1.177, -0.283], [-0.875, -1.051, -0.286], [1.030, -0.682, 0.631], [0.237, 0.893, -1.061], [0.953, -0.264, -0.880], [0.067, -0.904, 0.673], [0.691, 0.478, -1.108], [-0.800, 0.767, 0.303], [-1.449, 0.312, -0.306], [0.430, 0.269, -1.486], [-1.165, -0.320, 0.717], [0.144, 1.088, 0.704], [-0.651, 0.521, -0.787], [1.043, 0.412, 0.628], [0.162, -1.187, -0.092], [-0.167, 0.882, -0.764], [1.400, 0.562, -0.964], [-0.788, -0.085, -0.820], [-0.231, 0.389, 1.343], [0.280, 0.181, 0.877], [2.084, 7.824, 0.287], [0.156, -0.070, -0.040], [0.083, 0.226, -0.044], [-0.062, 0.011, 0.188], [0.005, 0.014, -0.022], [0.137, -0.005, 0.314], [0.031, -0.283, -0.174], [0.049, 0.264, -0.159], [-0.192, -0.007, 0.057], [-0.005, 0.000, -0.009], [0.312, 0.154, -0.140], [-0.242, -0.031, -0.187], [0.004, 0.062, 0.304], [0.049, -0.192, 0.010], [0.007, 0.067, -0.053], [-0.078, -0.342, -0.092], [-0.106, 0.018, 0.306], [-0.072, 0.205, -0.208], [0.199, 0.059, -0.036], [0.098, -0.030, -0.002], [0.398, -0.180, 0.092], [0.099, 0.293, -0.041], [-0.297, -0.032, 0.187], [-0.106, 0.003, -0.179], [-0.037, 0.048, 0.039], [0.135, -0.264, 0.168], [-0.229, 0.123, 0.097], [-0.032, -0.042, -0.332], [0.182, 0.104, -0.015], [0.034, -0.096, 0.057], [0.281, 0.167, -0.107], [0.010, -0.227, 0.176], [-0.282, 0.032, -0.220], [-0.070, 0.117, 0.139], [0.042, -0.026, 0.017], [0.016, -0.627, 0.318], [0.134, 0.319, -0.013], [-0.265, -0.040, 0.176], [-0.093, 0.003, -0.188], [0.056, 0.086, -0.072], [0.066, 0.285, 0.028], [0.232, -0.286, 0.045], [-0.318, -0.134, -0.173], [-0.077, -0.021, 0.192], [-0.072, 0.061, 0.033], [-0.191, -0.197, -0.611], [-0.275, -0.156, 0.101], [0.107, 0.226, 0.190], [0.144, -0.145, 0.045], [-0.043, 0.048, 0.003], [0.053, 0.027, -0.277], [-0.287, -0.135, 0.101], [0.091, 0.227, 0.199], [0.106, -0.148, 0.077], [-0.063, -0.040, 0.030], [-0.104, 0.206, 0.231], [-0.129, 0.032, -0.302], [0.092, -0.329, 0.100], [0.155, 0.080, -0.061]],
  "mulliken_charge": [-1.09, 0.55, -0.49, -0.19, -0.02, -0.54, -0.21, -0.64, -0.31, 1.78, -0.85, -0.28, -0.70, -0.05, -0.24, 0.64, 0.08, -0.47, 0.39, -1.04, -0.64, 0.26, 0.29, 0.27, -0.02, 0.02, 0.16, 0.07, -0.24, 0.50, 0.09, 0.38, 0.33, -0.09, 0.39, 0.42, -0.11, 0.52, -1.77, 0.14, 0.17, 0.54, 0.02, 0.54, 0.14, -0.39, 0.44, 0.24, -0.45, 0.09, 0.30, 0.35, 0.25, -0.18, 0.37, 0.36, 0.26, 0.30, -0.08, -0.09, -0.34, -0.14, 0.00, -0.03, 0.10, 0.07, -0.36, 0.03, -0.03, 0.01, 0.26, -0.08, 0.03, 0.00, -0.01, 0.04, -0.36, 0.06, -0.04, -0.02, 0.38, -0.37, -0.03, 0.00, -0.02, 0.38, -0.25, -0.04, -0.02, 0.01, 0.30, -0.34, 0.08, -0.03, -0.04, 0.37, -0.47, 0.01, -0.03, 0.10, 0.40, -0.38, 0.06, -0.03, -0.05, 0.39, -0.16, 0.04, -0.04, -0.04, 0.19, 0.02, 0.01, -0.06, -0.02, -0.01]
}